No. 1
74
Properties=species:S:1:pos:R:3 method="wB97M-V/def2-TZVPD" spin_multiplicity=1 de_lowest_kcal_mol=24.9 orbital_gap_ha="0.24625 / 0.24628" charge=0
Rh -1.920 0.453 0.350
O -5.860 0.876 1.101
C -4.705 0.518 0.975
N -3.678 1.263 0.508
C -3.906 2.570 -0.060
C -2.599 3.079 -0.609
C -2.479 4.325 -1.206
C -1.272 4.699 -1.765
C -0.206 3.810 -1.736
C -0.384 2.592 -1.117
N -1.540 2.249 -0.542
C -4.244 -0.868 1.378
C -5.139 -1.816 1.822
C -4.661 -3.079 2.146
C -3.305 -3.337 2.037
C -2.461 -2.333 1.589
N -2.927 -1.131 1.256
H -4.649 2.526 -0.864
H -4.298 3.267 0.687
H -3.339 4.980 -1.240
H -1.168 5.666 -2.239
H 0.746 4.045 -2.191
H 0.391 1.846 -1.081
H -6.183 -1.545 1.889
H -5.341 -3.852 2.480
H -2.893 -4.306 2.281
H -1.392 -2.476 1.479
Cl -4.892 -5.256 -1.766
C -3.919 -3.839 -1.773
C -4.490 -2.598 -2.051
Cl -6.164 -2.486 -2.424
C -3.710 -1.449 -2.001
Cl -4.391 0.079 -2.396
C -2.362 -1.496 -1.610
O -1.655 -0.389 -1.440
C -1.788 -2.763 -1.427
Cl -0.118 -2.849 -1.044
C -2.558 -3.920 -1.492
Cl -1.840 -5.446 -1.157
F 3.434 -2.831 0.345
C 3.098 -2.298 -0.838
C 2.570 -1.020 -0.913
C 2.210 -0.582 -2.173
F 1.633 0.624 -2.320
C 2.391 -1.335 -3.316
F 2.029 -0.868 -4.510
C 2.941 -2.600 -3.204
F 3.119 -3.347 -4.287
C 3.294 -3.088 -1.959
F 3.814 -4.310 -1.847
Ge 2.172 0.054 0.687
S 0.149 -0.247 1.402
C 3.461 -0.448 2.094
C 3.162 -0.904 3.367
F 1.902 -1.070 3.770
C 4.151 -1.215 4.288
F 3.828 -1.650 5.506
C 5.482 -1.074 3.943
F 6.434 -1.371 4.821
C 5.819 -0.624 2.678
F 7.100 -0.491 2.337
C 4.807 -0.322 1.789
F 5.168 0.094 0.563
C 2.658 1.947 0.324
C 2.152 2.937 1.156
F 1.369 2.613 2.190
C 2.412 4.283 0.970
F 1.884 5.201 1.779
C 3.229 4.674 -0.075
F 3.487 5.963 -0.275
C 3.780 3.718 -0.910
F 4.580 4.093 -1.907
C 3.495 2.379 -0.695
F 4.081 1.510 -1.523

No. 2
102
Properties=species:S:1:pos:R:3 method="wB97M-V/def2-TZVPD" spin_multiplicity=1 orbital_gap_ha=0.30379 charge=0
C -2.563 -0.896 -1.731
C -2.084 -2.286 -1.143
C -1.041 -1.912 -0.001
C -0.831 -3.033 1.040
C -2.166 -3.594 1.578
C -3.091 -4.101 0.409
N -3.249 -3.003 -0.631
O -4.155 -3.303 -1.639
C -2.544 -5.444 -0.129
C -4.530 -4.411 1.036
C -1.408 -3.053 -2.249
H -2.956 -0.265 -0.934
H -3.311 -0.887 -2.524
H -1.709 -0.330 -2.103
H -0.100 -1.679 -0.499
H -1.283 -0.941 0.431
H -0.276 -2.663 1.902
H -0.267 -3.883 0.655
H -2.615 -2.734 2.075
H -1.991 -4.378 2.314
H -3.103 -5.706 -1.027
H -1.493 -5.447 -0.418
H -2.790 -6.299 0.501
H -4.482 -5.102 1.878
H -4.840 -3.442 1.428
H -5.236 -4.737 0.271
H -2.076 -3.196 -3.099
H -0.912 -3.969 -1.927
H -0.609 -2.391 -2.582
H -3.752 -3.962 -2.210
O -2.407 0.316 2.559
H -1.651 0.631 2.065
H -2.830 1.111 2.883
O -4.446 -0.730 0.902
H -4.233 -1.446 0.304
H -3.610 -0.497 1.306
O 2.309 0.309 -2.631
H 2.488 -0.629 -2.698
H 1.450 0.419 -3.039
O 4.271 -0.494 3.753
H 4.123 0.452 3.732
H 4.044 -0.753 4.646
O 2.036 3.278 -2.032
H 2.000 3.019 -1.111
H 2.060 2.451 -2.513
O 1.671 -1.993 -4.456
H 2.071 -2.628 -3.862
H 0.755 -1.951 -4.181
O 4.646 -2.618 -1.093
H 4.230 -2.538 -0.234
H 5.583 -2.544 -0.913
O 2.678 2.058 3.766
H 3.254 2.820 3.814
H 1.989 2.316 3.154
O -1.388 3.156 3.909
H -1.093 3.046 3.005
H -0.694 3.666 4.327
O 1.187 0.456 0.607
H 0.725 0.799 -0.158
H 2.015 0.936 0.622
O -0.083 0.746 -3.935
H 0.430 0.882 -4.732
H -0.694 1.483 -3.915
O -0.684 2.353 -0.617
H -0.837 2.767 -1.466
H -1.528 1.969 -0.381
O -1.801 2.947 -3.631
H -2.717 2.730 -3.458
H -1.725 3.872 -3.398
O 5.728 0.498 0.879
H 6.434 0.000 0.466
H 5.300 -0.130 1.461
O 3.518 2.571 0.332
H 4.238 1.947 0.242
H 3.939 3.430 0.292
O -3.391 2.029 0.103
H -4.263 2.353 0.326
H -3.521 1.521 -0.698
O -1.924 5.191 0.312
H -2.517 4.451 0.180
H -1.427 5.249 -0.504
O 4.970 4.605 0.729
H 5.161 5.525 0.911
H 5.370 4.442 -0.126
O 0.303 -0.476 3.177
H 0.225 -0.327 2.235
H 1.012 0.106 3.454
O 0.300 3.318 1.600
H 0.016 2.998 0.743
H 0.558 4.226 1.444
O -1.866 -1.689 4.748
H -2.067 -0.792 4.482
H -1.115 -1.937 4.208
O 4.360 2.362 -3.672
H 4.498 2.113 -4.586
H 3.678 1.767 -3.361
O 3.502 -2.215 1.455
H 3.625 -1.990 2.378
H 2.901 -1.548 1.124
O -0.204 5.242 -1.787
H 0.016 5.302 -2.716
H 0.512 4.736 -1.403

No. 3
12
Properties=species:S:1:pos:R:3 method="wB97M-V/def2-TZVPD" spin_multiplicity=1 de_lowest_kcal_mol=75.6 orbital_gap_ha=0.30922 charge=0
H 1.387 1.267 0.192
N 0.733 2.189 0.241
C -0.408 1.645 -0.052
N -0.566 0.267 -0.269
C 0.388 -0.741 -0.223
S 2.005 -0.864 0.045
C -1.941 -0.093 -0.131
N -2.406 -1.247 0.353
H -1.693 -2.102 0.237
H -1.374 2.128 -0.168
H -0.394 -1.485 -0.524
H -2.567 0.688 -0.301

No. 4
9
Properties=species:S:1:pos:R:3 method="wB97M-V/def2-TZVPD" spin_multiplicity=1 de_lowest_kcal_mol=47.4 orbital_gap_ha=0.38082 charge=0
N -0.776 1.382 0.621
C 0.131 0.459 0.276
N -0.603 -0.549 -0.334
C 0.304 -1.383 -0.641
O 1.524 -1.012 -0.295
N 1.415 0.263 0.337
H -1.559 0.863 0.175
H -0.563 2.298 0.999
H 0.127 -2.321 -1.139

no.,molecular weight (g mol⁻¹)
1,1186.313
2,589.617
3,115.161
4,85.066